1.
ORCA calculation (wB97M-V/def2-TZVPD) on 11 unconnected molecules or ions with the total composition C38H106N8O11.

energy relative to the best compared isomer or geometry (same formula, charge and spin)	8.0	kcal/mol
LUMO energy	0.0085	hartree
E	-75564.47902	eV
structure (SMILES)	COC[C@H](C)N.COC[C@H](C)N.COC[C@H](C)N.COC[C@H](C)N.COC[C@H](C)N.COC[C@H](C)N.COC[C@H](C)N.COC[C@H](C)N.CCO.CCO.CCO
HOMO-LUMO gap	8.897	eV

ORCA input file:
```
! wB97M-V def2-TZVPD RIJCOSX def2/J DEFGRID3
* xyz 0 1
C 2.38 -0.38 -1.97
O 3.08 -0.80 -3.10
C 2.23 -1.30 -4.12
C 2.96 -1.40 -5.45
C 3.64 -0.10 -5.84
N 2.00 -1.77 -6.51
H 3.04 0.26 -1.37
H 2.00 -1.16 -1.30
H 1.52 0.21 -2.30
H 1.91 -2.31 -3.82
H 1.36 -0.63 -4.20
H 3.71 -2.20 -5.45
H 4.27 -0.25 -6.71
H 4.32 0.20 -5.04
H 2.97 0.74 -6.01
H 1.54 -2.64 -6.25
H 1.24 -1.09 -6.55
C 0.28 1.98 -0.26
O -0.20 0.75 -0.72
C -1.04 0.06 0.18
C -0.44 -0.26 1.53
C 0.91 -0.97 1.40
N -1.35 -1.23 2.17
H -0.51 2.70 0.00
H 0.85 2.48 -1.05
H 0.98 1.85 0.57
H -1.95 0.67 0.35
H -1.38 -0.84 -0.33
H -0.32 0.60 2.20
H 0.83 -1.87 0.80
H 1.28 -1.21 2.40
H 1.65 -0.31 0.95
H -2.28 -0.84 2.30
H -1.00 -1.46 3.10
C -5.94 0.29 -4.67
O -4.98 0.71 -3.74
C -3.66 0.45 -4.17
C -2.73 0.80 -3.03
C -2.76 2.26 -2.64
N -1.36 0.40 -3.38
H -6.94 0.52 -4.32
H -5.84 -0.79 -4.85
H -5.79 0.78 -5.65
H -3.55 -0.62 -4.42
H -3.42 1.02 -5.08
H -3.08 0.20 -2.18
H -3.76 2.57 -2.34
H -2.50 2.88 -3.51
H -2.05 2.48 -1.85
H -1.39 -0.62 -3.46
H -0.78 0.55 -2.55
C -0.81 -0.37 5.48
O -1.25 -1.66 5.12
C -2.11 -2.26 6.06
C -2.90 -3.38 5.43
C -3.92 -2.89 4.42
N -3.54 -4.17 6.51
H -0.24 -0.46 6.41
H -1.60 0.36 5.65
H -0.12 -0.01 4.72
H -1.59 -2.54 6.99
H -2.82 -1.49 6.39
H -2.18 -4.01 4.88
H -3.47 -2.23 3.68
H -4.76 -2.36 4.88
H -4.34 -3.74 3.89
H -4.09 -4.90 6.07
H -2.78 -4.64 6.99
C 3.30 1.75 3.01
O 3.51 2.85 3.84
C 4.86 3.30 3.83
C 5.01 4.33 4.94
C 6.33 5.08 4.86
N 4.92 3.73 6.28
H 3.60 1.88 1.96
H 2.22 1.58 3.05
H 3.76 0.82 3.38
H 5.48 2.44 4.09
H 5.10 3.73 2.85
H 4.16 5.02 4.91
H 6.48 5.50 3.86
H 7.18 4.42 5.03
H 6.31 5.91 5.57
H 5.67 3.07 6.44
H 4.07 3.17 6.34
C 0.91 -4.05 -1.12
O 0.43 -4.59 -2.34
C -0.97 -4.81 -2.38
C -1.79 -3.51 -2.41
C -3.27 -3.83 -2.38
N -1.44 -2.68 -3.56
H 0.28 -3.26 -0.70
H 1.89 -3.61 -1.29
H 1.03 -4.86 -0.39
H -1.11 -5.34 -3.32
H -1.29 -5.50 -1.59
H -1.50 -3.01 -1.48
H -3.90 -2.96 -2.17
H -3.49 -4.58 -1.61
H -3.60 -4.22 -3.34
H -0.42 -2.64 -3.61
H -1.76 -3.17 -4.39
C -3.81 1.39 3.38
O -4.12 0.32 2.51
C -5.22 0.57 1.66
C -5.58 -0.71 0.96
C -4.53 -1.14 -0.06
N -6.91 -0.53 0.31
H -3.76 2.35 2.85
H -2.81 1.16 3.77
H -4.49 1.46 4.23
H -6.07 0.93 2.27
H -5.00 1.43 1.00
H -5.70 -1.48 1.73
H -4.85 -1.99 -0.67
H -3.61 -1.47 0.44
H -4.31 -0.31 -0.74
H -6.85 0.29 -0.28
H -7.07 -1.33 -0.29
C 2.93 3.18 -3.67
O 3.19 4.51 -4.05
C 4.43 4.94 -3.54
C 4.68 6.38 -3.95
C 4.91 6.48 -5.45
N 5.91 6.84 -3.26
H 2.82 3.03 -2.59
H 3.77 2.55 -4.00
H 2.00 2.82 -4.12
H 4.46 4.85 -2.45
H 5.22 4.29 -3.95
H 3.79 6.94 -3.62
H 4.04 6.04 -5.94
H 5.80 5.95 -5.77
H 4.98 7.52 -5.78
H 6.04 7.81 -3.52
H 5.69 6.88 -2.26
C -2.51 -5.81 0.68
C -2.66 -4.43 1.29
O -1.85 -3.53 0.54
H -2.96 -5.86 -0.31
H -2.98 -6.52 1.36
H -1.45 -6.03 0.55
H -2.39 -4.41 2.35
H -3.72 -4.13 1.22
H -1.53 -2.82 1.14
C 0.81 -5.67 3.06
C 1.92 -4.68 2.77
O 2.93 -5.36 2.04
H -0.11 -5.20 3.42
H 1.10 -6.38 3.83
H 0.57 -6.14 2.11
H 2.37 -4.20 3.65
H 1.44 -3.88 2.19
H 3.70 -4.80 1.94
C 2.37 4.28 0.94
C 1.59 5.35 0.23
O 2.43 6.05 -0.67
H 1.72 3.78 1.65
H 3.18 4.68 1.55
H 2.81 3.55 0.26
H 1.22 6.05 1.00
H 0.69 4.93 -0.25
H 1.90 6.66 -1.19
*
```

Results of the Mulliken charge analysis, in e, for atoms 1 through 2: C 0.24; O -0.46



2.
ORCA calculation (wB97M-V/def2-TZVPD) on 12 unconnected molecules or ions with the total composition C38H107N7O12.

<S²>	0.750
energy relative to the best compared isomer or geometry (same formula, charge and spin)	11.6	kcal/mol
LUMO energy (alpha / beta)	0.0776 / 0.0767	hartree
E	-76134.31303	eV
HOMO-LUMO gap (alpha / beta)	1.874 / 8.800	eV

ORCA input file:
```
! wB97M-V def2-TZVPD RIJCOSX def2/J DEFGRID3
* xyz -1 2
C 0.91 4.52 2.57
C 2.34 5.17 2.57
O 2.58 5.63 3.88
H 0.88 3.54 3.05
H 0.55 4.31 1.56
H 0.18 5.24 2.95
H 2.34 6.00 1.86
H 3.15 4.53 2.22
H 3.40 6.14 3.88
C -0.51 1.05 -5.20
C 0.43 2.27 -5.06
O -0.17 3.31 -4.30
H 0.03 0.24 -5.69
H -1.43 1.27 -5.75
H -0.70 0.62 -4.22
H 0.69 2.58 -6.08
H 1.38 1.94 -4.66
H 0.49 3.91 -3.95
C 6.28 5.11 -0.28
C 6.51 3.87 0.63
O 7.60 3.20 -0.04
H 6.38 4.97 -1.36
H 6.98 5.92 -0.09
H 5.29 5.52 -0.10
H 5.64 3.26 0.85
H 6.78 4.24 1.62
H 7.33 2.85 -0.89
C 5.57 -0.33 1.05
C 4.30 -1.15 0.93
O 3.85 -1.22 -0.43
H 6.37 -0.78 0.47
H 6.02 -0.34 2.05
H 5.44 0.69 0.68
H 3.50 -0.71 1.53
H 4.54 -2.16 1.27
H 3.56 -0.32 -0.60
C -1.46 -3.77 -4.21
C -0.90 -2.70 -3.22
O -1.86 -2.31 -2.27
H -1.76 -4.74 -3.81
H -0.71 -3.90 -4.99
H -2.35 -3.38 -4.70
H -0.63 -1.78 -3.74
H -0.03 -3.13 -2.73
H -1.42 -1.60 -1.81
C -2.13 -3.73 5.92
C -2.65 -2.43 5.32
C -3.32 -2.65 3.91
O -2.44 -2.87 2.86
C -3.09 -3.27 1.63
N -3.45 -1.92 6.38
H -1.40 -3.62 6.73
H -1.61 -4.38 5.22
H -2.83 -4.35 6.48
H -1.80 -1.75 5.33
H -3.90 -1.74 3.75
H -4.12 -3.38 4.02
H -3.87 -2.53 1.46
H -3.65 -4.17 1.87
H -2.39 -3.36 0.81
H -3.80 -1.02 6.07
H -2.91 -1.76 7.23
C 0.41 -1.12 -0.23
C 0.18 0.29 -0.70
C 1.30 0.94 -1.59
O 2.50 1.22 -0.87
C 2.35 2.16 0.14
N -1.14 0.40 -1.31
H 0.69 -1.79 -1.05
H -0.41 -1.57 0.32
H 1.28 -1.10 0.43
H 0.16 0.83 0.24
H 0.92 1.86 -2.04
H 1.55 0.31 -2.45
H 1.75 3.01 -0.21
H 3.30 2.59 0.44
H 1.87 1.75 1.03
H -1.87 0.38 -0.61
H -1.34 1.26 -1.79
C -1.84 5.43 -1.86
C -1.68 4.06 -1.18
C -2.59 3.83 0.09
O -2.32 4.78 1.11
C -3.25 4.74 2.19
N -2.19 3.14 -2.19
H -1.30 5.50 -2.81
H -1.42 6.26 -1.29
H -2.87 5.71 -2.06
H -0.61 4.03 -0.97
H -2.42 2.85 0.54
H -3.61 3.88 -0.29
H -4.26 4.95 1.83
H -3.07 5.51 2.94
H -3.18 3.82 2.77
H -3.15 3.30 -2.44
H -1.60 3.24 -3.01
C -7.02 2.31 2.92
C -6.64 1.11 2.07
C -5.68 1.46 0.88
O -5.47 0.29 0.05
C -4.69 0.50 -1.06
N -5.96 0.10 2.89
H -7.90 2.06 3.50
H -7.34 3.10 2.24
H -6.20 2.60 3.57
H -7.60 0.79 1.65
H -4.77 1.93 1.23
H -6.20 2.23 0.32
H -4.31 -0.42 -1.49
H -3.74 0.96 -0.80
H -5.23 1.01 -1.86
H -5.02 0.43 3.07
H -5.98 -0.74 2.34
C 0.35 -7.59 -3.29
C 1.15 -7.69 -1.99
C 1.21 -6.37 -1.17
O 1.58 -5.22 -1.94
C 2.10 -4.17 -1.13
N 0.68 -8.76 -1.19
H 0.19 -8.59 -3.71
H 0.93 -7.03 -4.01
H -0.63 -7.15 -3.12
H 2.19 -7.87 -2.27
H 1.99 -6.46 -0.41
H 0.26 -6.23 -0.65
H 1.42 -3.85 -0.35
H 2.37 -3.37 -1.82
H 3.03 -4.52 -0.67
H -0.21 -8.36 -0.91
H 1.19 -8.82 -0.32
C -3.63 2.03 7.16
C -4.14 1.82 5.75
C -2.92 1.46 4.79
O -3.35 1.00 3.50
C -2.39 0.59 2.59
N -5.02 0.69 5.83
H -2.74 2.66 7.25
H -3.53 1.07 7.64
H -4.38 2.49 7.80
H -4.73 2.64 5.34
H -2.25 0.72 5.23
H -2.39 2.40 4.63
H -2.06 1.49 2.08
H -2.82 -0.06 1.83
H -1.49 0.18 3.06
H -5.77 0.90 6.47
H -5.45 0.50 4.94
C 7.92 -2.42 -7.00
C 7.40 -1.69 -5.80
C 5.96 -2.23 -5.49
O 5.24 -1.22 -4.71
C 3.99 -1.71 -4.27
N 8.29 -1.98 -4.63
H 8.84 -1.89 -7.25
H 7.29 -2.40 -7.89
H 8.20 -3.46 -6.87
H 7.45 -0.61 -5.93
H 6.00 -3.16 -4.92
H 5.40 -2.45 -6.39
H 3.34 -1.93 -5.11
H 3.52 -1.00 -3.60
H 4.14 -2.68 -3.79
H 7.77 -1.54 -3.89
H 8.13 -2.97 -4.49
*
```

Results of the Mulliken charge analysis, in e, for atoms 1 through 2: C -0.77; C -0.33